# C45H105N15O15

A cluster of 15 separate species, C45H105N15O15 in total at a distorted geometry (ωB97M-V/def2-TZVPD, the OMol25 dataset).

Geometry as ORCA input:
```
! wB97M-V def2-TZVPD RIJCOSX def2/J DEFGRID3
* xyz 0 1
C -4.172 -3.128 2.940
C -3.362 -3.702 1.806
O -2.909 -4.833 1.955
N -3.173 -2.961 0.697
C -2.195 -3.232 -0.322
H -4.412 -2.062 2.999
H -3.756 -3.265 3.936
H -5.089 -3.718 2.850
H -3.674 -2.091 0.622
H -2.622 -3.444 -1.306
H -1.497 -4.010 -0.029
H -1.635 -2.306 -0.470
C 6.403 3.027 -0.888
C 5.217 2.496 -1.656
O 4.776 3.103 -2.628
N 4.795 1.251 -1.372
C 3.601 0.650 -1.956
H 7.109 2.214 -0.690
H 6.215 3.626 -0.003
H 6.979 3.584 -1.630
H 5.143 0.767 -0.549
H 2.763 0.745 -1.255
H 3.834 -0.404 -2.079
H 3.267 1.134 -2.867
C 0.431 -6.004 -2.818
C -0.208 -5.783 -1.442
O -0.142 -4.697 -0.878
N -0.825 -6.855 -0.914
C -1.466 -6.923 0.378
H -0.326 -6.303 -3.549
H 1.155 -6.818 -2.769
H 0.855 -5.084 -3.209
H -0.608 -7.736 -1.352
H -2.497 -7.259 0.300
H -1.360 -6.018 0.972
H -0.928 -7.618 1.033
C 2.792 -3.689 -1.656
C 3.278 -3.026 -2.939
O 2.510 -2.423 -3.686
N 4.583 -3.192 -3.244
C 5.197 -2.493 -4.379
H 3.416 -3.374 -0.820
H 2.706 -4.773 -1.730
H 1.750 -3.386 -1.566
H 5.076 -3.854 -2.670
H 6.112 -1.995 -4.064
H 4.535 -1.821 -4.904
H 5.513 -3.300 -5.046
C -3.675 1.496 3.144
C -2.857 1.185 4.390
O -2.590 0.059 4.772
N -2.427 2.290 5.023
C -1.682 2.292 6.256
H -4.013 0.522 2.785
H -2.979 1.814 2.364
H -4.505 2.194 3.197
H -2.591 3.211 4.655
H -1.282 1.290 6.444
H -2.307 2.590 7.094
H -0.699 2.769 6.201
C -0.028 -1.418 -3.023
C -0.529 -2.305 -4.168
O -0.838 -1.815 -5.238
N -0.572 -3.608 -3.831
C -1.017 -4.626 -4.779
H 1.053 -1.300 -3.108
H -0.263 -1.831 -2.045
H -0.502 -0.454 -3.196
H -0.208 -3.914 -2.943
H -1.590 -4.154 -5.574
H -1.631 -5.368 -4.274
H -0.124 -5.047 -5.247
C -6.320 6.223 1.475
C -5.499 5.189 0.790
O -4.533 5.528 0.105
N -5.921 3.911 0.766
C -5.153 2.851 0.175
H -7.010 5.829 2.222
H -6.954 6.722 0.740
H -5.629 6.971 1.856
H -6.680 3.704 1.395
H -5.706 2.006 -0.215
H -4.218 2.640 0.695
H -4.697 3.277 -0.730
C -6.041 -1.273 -0.196
C -4.896 -0.411 -0.732
O -3.924 -0.076 -0.048
N -4.913 -0.132 -2.031
C -3.983 0.820 -2.646
H -6.859 -1.150 -0.904
H -6.226 -1.181 0.866
H -5.673 -2.279 -0.428
H -5.484 -0.527 -2.760
H -4.432 1.392 -3.457
H -3.107 0.379 -3.128
H -3.680 1.517 -1.876
C -1.905 4.031 -5.172
C -1.903 4.032 -3.644
O -2.646 3.260 -3.053
N -1.117 4.951 -3.044
C -1.073 5.214 -1.633
H -1.530 4.949 -5.619
H -2.938 3.791 -5.412
H -1.324 3.179 -5.529
H -0.621 5.550 -3.679
H -0.174 4.867 -1.121
H -1.955 4.901 -1.072
H -1.121 6.293 -1.454
C 1.358 -4.777 1.816
C 2.084 -5.293 3.023
O 2.231 -6.481 3.240
N 2.590 -4.325 3.853
C 3.258 -4.645 5.098
H 0.520 -4.152 2.153
H 0.822 -5.516 1.232
H 1.943 -4.167 1.130
H 2.170 -3.402 3.782
H 3.093 -3.840 5.819
H 4.324 -4.736 4.889
H 2.903 -5.529 5.629
C 5.718 -2.176 2.196
C 5.361 -0.757 1.791
O 5.935 -0.198 0.861
N 4.361 -0.191 2.472
C 3.737 1.043 2.015
H 4.792 -2.736 2.373
H 6.300 -2.247 3.116
H 6.236 -2.779 1.453
H 3.832 -0.766 3.109
H 2.719 0.986 2.410
H 3.642 1.057 0.933
H 4.203 1.911 2.480
C 2.322 -0.313 5.744
C 1.481 -1.263 4.903
O 1.909 -1.591 3.789
N 0.417 -1.837 5.472
C -0.495 -2.714 4.788
H 2.016 -0.374 6.790
H 2.141 0.676 5.322
H 3.382 -0.548 5.714
H 0.367 -1.746 6.471
H -1.311 -2.911 5.479
H -0.129 -3.541 4.180
H -1.032 -2.126 4.029
C 0.641 4.923 -5.662
C 1.267 4.126 -4.529
O 2.478 4.128 -4.439
N 0.393 3.524 -3.684
C 0.713 2.909 -2.405
H -0.352 4.554 -5.939
H 1.280 5.044 -6.526
H 0.440 5.889 -5.186
H -0.581 3.502 -3.923
H -0.180 2.763 -1.804
H 1.387 3.567 -1.849
H 1.275 1.974 -2.434
C -1.136 1.867 -0.361
C -0.030 0.847 -0.195
O 1.134 1.074 -0.516
N -0.289 -0.239 0.582
C 0.653 -1.339 0.761
H -1.669 1.814 -1.308
H -0.748 2.877 -0.235
H -1.835 1.741 0.468
H -1.264 -0.441 0.766
H 0.461 -1.910 1.664
H 1.597 -0.806 0.883
H 0.815 -2.025 -0.074
C 0.717 7.503 1.050
C 1.210 6.247 0.290
O 1.048 6.171 -0.913
N 1.871 5.366 1.060
C 2.408 4.135 0.525
H 0.556 7.213 2.089
H -0.190 7.977 0.690
H 1.545 8.194 0.884
H 2.008 5.562 2.032
H 1.617 3.457 0.195
H 3.061 3.728 1.296
H 3.044 4.251 -0.357
*
```

Values from the calculation:
HOMO energy in eV: -7.261
Relative energy (zero: lowest compared OMol25 entry of this formula, charge and spin) in kcal per mole: 225.05
DFT total energy in eV: -101431.868
Frontier orbital gap in eV: 7.2
LUMO energy in Ha: -0.003


# C45H108F30N4O4P7

A cluster of 11 separate species, C45H108F30N4O4P7 in total at a distorted geometry (ωB97M-V/def2-TZVPD, the OMol25 dataset).

Geometry as ORCA input:
```
! wB97M-V def2-TZVPD RIJCOSX def2/J DEFGRID3
* xyz 1 1
C 0.071 11.700 5.121
C 0.439 10.365 4.721
C 1.316 9.624 5.812
C 1.661 8.130 5.481
P 0.633 6.939 6.292
C 1.203 5.198 5.897
C 0.402 3.953 6.504
C 1.119 2.588 6.184
C 1.367 1.751 7.449
C -1.043 7.126 5.589
C -2.139 6.412 6.427
C -3.322 6.120 5.412
C -4.295 5.261 6.174
C 0.650 7.272 8.134
C 2.037 7.165 8.933
C 2.074 8.023 10.262
C 2.173 9.633 10.149
H 0.393 12.418 4.366
H 0.406 11.999 6.114
H -1.015 11.710 5.212
H 1.082 10.328 3.841
H -0.405 9.719 4.479
H 1.010 9.820 6.839
H 2.257 10.149 5.644
H 2.691 8.001 5.812
H 1.502 7.962 4.416
H 2.211 5.069 6.291
H 1.403 5.147 4.826
H -0.568 3.867 6.014
H 0.225 4.131 7.565
H 2.087 2.855 5.760
H 0.589 2.025 5.415
H 1.774 2.211 8.350
H 1.971 0.850 7.342
H 0.421 1.353 7.817
H -0.998 6.786 4.555
H -1.280 8.189 5.633
H -2.489 6.869 7.353
H -1.801 5.404 6.668
H -2.944 5.619 4.521
H -3.857 7.037 5.164
H -4.785 5.789 6.993
H -3.870 4.412 6.709
H -5.053 4.794 5.545
H -0.030 6.544 8.578
H 0.236 8.256 8.356
H 2.875 7.541 8.347
H 2.193 6.113 9.172
H 2.893 7.723 10.915
H 1.205 7.890 10.907
H 2.284 10.081 9.161
H 3.010 9.884 10.801
H 1.270 9.990 10.645
C 6.122 -1.169 -2.771
C 7.630 -0.915 -2.852
C 8.257 -1.442 -1.557
C 9.710 -0.997 -1.354
P 10.567 -2.211 -0.141
C 10.596 -3.806 -1.089
C 11.700 -4.791 -0.917
C 11.335 -6.081 -1.707
C 9.958 -6.701 -1.371
C 12.200 -1.753 0.180
C 12.352 -0.470 1.002
C 13.738 -0.286 1.661
C 14.906 -0.841 0.805
C 9.577 -2.423 1.427
C 10.312 -3.146 2.679
C 10.110 -4.599 2.732
C 10.057 -5.331 4.144
H 5.494 -0.669 -3.508
H 5.667 -0.858 -1.831
H 5.865 -2.218 -2.627
H 7.754 0.147 -3.064
H 8.046 -1.355 -3.759
H 8.151 -2.517 -1.705
H 7.542 -1.090 -0.813
H 9.691 -0.057 -0.804
H 10.327 -0.901 -2.247
H 10.388 -3.551 -2.128
H 9.655 -4.223 -0.732
H 12.109 -5.054 0.059
H 12.665 -4.454 -1.295
H 12.159 -6.789 -1.617
H 11.307 -5.802 -2.760
H 9.178 -6.282 -2.007
H 9.580 -6.577 -0.356
H 9.947 -7.707 -1.790
H 12.778 -1.677 -0.741
H 12.611 -2.665 0.613
H 11.491 -0.158 1.593
H 12.308 0.304 0.237
H 13.576 -0.710 2.652
H 13.862 0.787 1.802
H 15.924 -0.613 1.120
H 14.785 -0.688 -0.268
H 14.964 -1.928 0.858
H 8.585 -2.784 1.156
H 9.561 -1.388 1.770
H 10.077 -2.660 3.626
H 11.387 -2.977 2.609
H 10.797 -5.038 2.009
H 9.093 -4.822 2.408
H 11.030 -5.335 4.635
H 9.936 -6.375 3.854
H 9.384 -4.966 4.920
C -5.114 -9.779 -11.820
C -5.551 -9.619 -10.370
C -4.376 -9.767 -9.388
O -4.859 -9.947 -8.099
C -4.177 -10.911 -7.189
N -6.298 -8.295 -10.291
H -6.904 -7.936 -11.014
H -6.864 -8.212 -9.458
H -5.528 -7.647 -10.206
H -6.027 -9.825 -12.414
H -4.873 -10.794 -12.133
H -4.457 -9.068 -12.320
H -6.361 -10.330 -10.205
H -3.790 -8.848 -9.403
H -3.563 -10.451 -9.631
H -3.355 -10.265 -6.880
H -3.654 -11.807 -7.525
H -4.837 -11.183 -6.365
C -6.481 6.546 -6.539
C -7.556 7.458 -6.417
O -8.221 7.839 -7.387
N -7.799 8.051 -4.974
H -8.530 7.435 -4.646
H -6.957 7.880 -4.444
C -8.225 9.547 -5.038
H -6.594 5.902 -7.411
H -6.331 5.821 -5.739
H -5.657 7.222 -6.765
H -8.445 9.988 -4.065
H -9.128 9.763 -5.609
H -7.356 10.068 -5.438
C -3.545 -0.344 -1.741
C -3.506 -1.719 -1.096
O -3.243 -1.900 0.050
N -3.231 -2.959 -1.985
H -2.956 -2.769 -2.938
H -2.361 -3.450 -1.833
C -4.500 -3.892 -2.031
H -4.295 -0.279 -2.529
H -2.595 -0.019 -2.167
H -3.782 0.325 -0.913
H -4.400 -4.380 -3.000
H -5.421 -3.308 -2.058
H -4.215 -4.618 -1.270
C -13.379 -3.105 -3.554
C -13.472 -4.094 -2.312
O -12.543 -4.786 -1.871
N -14.908 -4.474 -1.910
H -15.594 -4.050 -2.517
H -15.009 -5.479 -1.899
C -15.229 -4.052 -0.538
H -12.365 -2.863 -3.870
H -13.855 -2.166 -3.270
H -13.994 -3.437 -4.390
H -14.424 -4.153 0.191
H -16.126 -4.663 -0.433
H -15.479 -2.992 -0.507
P 2.251 -7.120 0.013
F 1.718 -8.509 -0.513
F 2.878 -7.866 1.265
F 3.698 -7.341 -0.810
F 2.734 -5.594 0.537
F 1.542 -6.425 -1.173
F 0.934 -6.872 0.982
P -5.579 -11.169 2.904
F -4.456 -10.358 2.195
F -5.253 -12.323 1.737
F -4.349 -11.894 3.866
F -6.752 -12.145 3.470
F -5.785 -10.063 4.079
F -6.737 -10.537 1.997
P -5.402 -1.660 -8.409
F -6.194 -2.034 -9.781
F -6.180 -2.873 -7.582
F -4.429 -2.856 -8.950
F -4.370 -1.468 -7.115
F -4.624 -0.498 -9.188
F -6.487 -0.567 -7.934
P -10.823 3.425 -1.281
F -10.110 3.303 -2.701
F -10.291 1.895 -0.990
F -9.397 3.965 -0.777
F -11.348 3.447 0.214
F -11.263 4.952 -1.478
F -12.268 2.955 -1.815
P -1.373 7.364 -2.343
F -0.953 6.407 -3.614
F 0.083 8.303 -2.486
F -2.009 8.300 -3.558
F -1.743 8.423 -1.216
F -2.836 6.638 -2.037
F -0.575 6.405 -1.340
*
```

Values from the calculation:
HOMO energy in eV: -9.506
Relative energy (zero: lowest compared OMol25 entry of this formula, charge and spin) in kcal per mole: 266.97
DFT total energy in eV: -209121.476
Frontier orbital gap in eV: 5.9
LUMO energy in Ha: -0.133